(1)
This record from the Open Molecules 2025 dataset describes a 11-piece molecular cluster, C40H57N9O2S2 overall at a distorted geometry. The level of theory is ωB97M-V/def2-TZVPD.

Results
- F_max (eV Å⁻¹) = 3.79
- LUMO energy (eV) = 0.308
- highest occupied orbital energy (eV) = -8.04
- 2S+1 = 1
- ΔE to the lowest compared entry with this formula, charge and spin (kcal/mol) = 0.00

Positions of all 110 atoms, in Å:
S  -23.269  7.945  16.165
S  -22.289  1.045  22.955
O  -23.044  8.124  14.690
O  -22.729  2.078  23.956
N  -22.954  1.894  11.491
N  -24.536  -1.522  20.222
N  -27.280  0.269  15.558
N  -16.696  -0.129  18.693
N  -28.318  1.473  18.196
N  -19.070  6.088  20.306
N  -20.993  3.033  16.243
N  -19.050  0.192  12.380
N  -18.767  3.942  13.664
C  -15.325  0.010  18.578
C  -26.279  -0.553  15.209
C  -19.584  0.547  14.505
C  -20.312  -0.199  12.563
C  -26.599  -1.092  13.971
C  -22.383  1.691  17.448
C  -20.475  1.264  22.804
C  -23.097  6.200  16.513
C  -22.687  1.619  21.283
C  -22.738  -1.539  18.866
C  -25.077  2.016  12.199
C  -17.213  6.228  21.478
C  -27.346  0.825  18.904
C  -16.320  1.696  17.462
C  -23.630  0.865  10.919
C  -18.574  4.813  20.342
C  -23.585  -2.301  20.833
C  -15.080  1.118  17.826
C  -19.724  4.911  13.734
C  -26.458  2.630  17.850
C  -20.744  0.060  13.871
C  -24.063  -1.148  19.000
C  -24.912  0.936  11.332
C  -28.363  0.098  14.742
C  -18.543  0.561  13.612
C  -26.193  1.583  18.764
C  -22.158  2.699  15.481
C  -21.161  2.301  17.397
C  -19.562  5.607  14.893
C  -22.459  -2.209  20.084
C  -27.906  -0.677  13.677
C  -23.019  1.962  16.235
C  -17.300  0.884  17.985
C  -23.809  2.557  12.359
C  -18.564  4.947  15.630
C  -25.042  8.019  16.609
C  -17.491  4.867  21.175
C  -18.220  6.975  20.895
C  -18.067  3.895  14.865
C  -27.788  2.486  17.453
H  -19.369  0.751  15.544
H  -27.337  0.832  16.405
H  -16.501  6.747  22.100
H  -23.409  3.349  12.971
H  -23.968  1.574  15.894
H  -27.684  -0.029  19.467
H  -26.017  -1.692  13.291
H  -25.321  -0.633  15.697
H  -17.224  -0.948  18.940
H  -25.646  7.500  15.864
H  -18.420  8.032  20.893
H  -28.382  2.966  16.693
H  -19.923  6.609  15.068
H  -20.190  2.313  22.826
H  -19.847  6.441  19.772
H  -22.017  -1.281  18.110
H  -23.325  5.927  17.549
H  -20.078  0.714  21.947
H  -16.885  3.994  21.366
H  -17.540  0.890  13.830
H  -20.518  2.456  18.254
H  -22.864  1.220  18.289
H  -21.759  0.056  14.228
H  -21.527  -2.584  20.483
H  -25.138  7.496  17.559
H  -25.301  9.072  16.676
H  -18.596  3.404  12.836
H  -20.941  -0.576  11.769
H  -25.761  3.362  17.479
H  -22.030  2.463  21.047
H  -24.799  -0.717  18.339
H  -18.389  5.255  16.651
H  -20.015  0.699  23.615
H  -23.686  -2.735  21.814
H  -18.364  1.056  18.013
H  -23.979  5.712  16.087
H  -21.982  2.125  11.411
H  -28.524  -0.743  12.793
H  -25.515  0.074  11.077
H  -20.188  3.576  15.953
H  -25.484  -1.341  20.496
H  -19.203  4.027  19.956
H  -29.286  1.202  18.188
H  -17.378  3.095  15.070
H  -14.110  1.579  17.727
H  -16.569  2.708  17.181
H  -22.127  5.812  16.221
H  -20.385  5.060  12.894
H  -23.068  0.161  10.323
H  -14.641  -0.737  18.941
H  -18.510  0.282  11.541
H  -22.382  0.904  20.514
H  -25.253  1.374  19.247
H  -22.198  3.022  14.454
H  -26.020  2.160  12.702
H  -23.716  1.946  21.171
H  -29.221  0.737  14.876

Forces on the atoms, in the same order (eV/Å):
S 0.41 0.39 -0.13
S 0.29 0.46 0.42
O -0.54 -0.26 0.85
O 0.15 -0.51 -0.84
N -0.53 0.73 1.30
N 0.06 -0.92 -0.43
N -1.03 -0.08 1.82
N -0.19 0.28 -0.81
N -0.14 -0.44 -0.63
N -0.32 1.19 -1.13
N -2.98 -2.32 -0.35
N 1.91 0.13 1.06
N -0.07 -0.16 1.16
C -0.52 -0.68 -0.25
C 1.20 -0.28 -1.65
C 1.04 -0.28 0.78
C -2.98 0.13 0.17
C -0.31 -0.20 0.00
C 0.04 0.21 0.47
C -0.02 -1.11 0.03
C -1.33 -0.73 0.54
C 1.02 0.77 -0.49
C -0.78 0.42 0.86
C 0.55 -0.11 0.78
C -0.83 0.96 -0.07
C -0.36 1.04 0.35
C -0.96 0.01 0.82
C 1.60 0.23 -0.49
C -1.04 0.75 0.92
C -0.25 0.96 0.91
C 0.58 0.73 0.39
C 0.32 0.29 -1.18
C -0.98 -0.35 -0.46
C 1.10 0.03 -1.51
C 0.10 0.32 -0.63
C -0.35 -2.04 -1.01
C 1.33 0.50 -0.98
C -0.58 0.65 0.15
C -0.06 -0.66 0.16
C 1.82 1.60 -0.05
C 0.75 1.16 1.32
C -0.12 0.41 -0.45
C 0.89 -0.73 0.12
C -1.59 0.91 0.47
C -0.15 -0.19 -1.15
C 0.34 0.28 0.25
C -0.25 0.19 -0.76
C 0.51 -0.38 0.26
C 0.53 -0.19 -0.43
C 1.14 -0.63 -0.51
C 0.21 -1.06 0.54
C -0.84 0.79 -0.36
C 0.58 0.76 0.88
H -0.53 0.15 0.06
H 0.39 -0.58 -0.52
H 0.44 -0.66 0.00
H -0.36 0.15 -0.16
H -0.02 0.09 -0.04
H 0.55 -0.02 0.26
H 0.31 -0.08 0.37
H -0.18 0.22 0.35
H 0.36 -0.17 0.27
H 0.08 0.09 -0.14
H 0.01 0.00 0.04
H 0.04 0.31 0.18
H -0.57 -0.27 0.32
H -0.14 0.04 -0.07
H -0.08 -0.49 -0.12
H -0.25 -0.07 -0.27
H 0.67 0.67 0.35
H -0.32 0.39 -0.42
H 0.06 0.15 0.32
H 0.12 -0.16 -0.48
H 0.28 -0.11 -0.20
H 0.37 -0.20 0.07
H 0.03 -0.40 0.08
H 0.12 -0.13 -0.50
H -0.05 0.27 0.14
H -0.17 -0.06 0.08
H -0.03 -0.43 0.22
H 0.24 0.11 -0.17
H 0.05 -0.06 -0.06
H -0.24 0.30 0.32
H 0.45 0.26 -0.26
H 0.72 -0.35 -0.03
H -0.23 0.42 0.44
H -0.25 0.15 0.00
H -0.04 -0.24 -0.04
H 0.57 -0.24 -0.98
H 0.09 -0.24 -0.04
H 0.31 -0.61 -0.14
H -0.78 0.58 0.17
H -0.15 -0.25 0.00
H -0.01 -0.33 0.20
H 0.38 -0.26 -0.06
H 0.04 -0.12 -0.19
H 0.13 0.12 0.02
H 0.02 -0.16 -0.30
H 0.42 -0.06 -0.54
H -0.13 -0.03 -0.28
H 0.08 0.24 0.01
H -0.38 -0.06 -0.15
H -0.08 0.04 0.20
H -0.25 -0.49 -0.25
H -0.42 -0.56 0.34
H 0.03 0.04 -0.05
H -0.11 0.01 0.18
H 0.26 0.55 0.28
H -0.10 -0.29 0.24
H -0.15 -0.20 -0.13

Mulliken atomic charge list, values in e, 99 entries:
1. S 0.475
2. S 0.529
3. O -0.619
4. O -0.674
5. N 0.034
6. N 0.158
7. N 0.111
8. N -0.072
9. N 0.002
10. N 0.029
11. N 0.965
12. N 0.069
13. N 0.162
14. C -0.475
15. C -0.330
16. C 0.731
17. C -0.947
18. C -0.784
19. C 0.690
20. C -0.898
21. C -0.570
22. C -0.553
23. C -0.441
24. C -0.698
25. C -0.578
26. C -0.832
27. C -0.135
28. C -0.586
29. C -0.256
30. C -0.675
31. C -0.870
32. C -0.887
33. C -0.532
34. C -0.757
35. C -0.560
36. C -0.233
37. C -0.491
38. C -1.343
39. C -0.095
40. C -1.769
41. C -1.734
42. C -0.342
43. C -0.580
44. C -0.548
45. C -0.005
46. C -0.551
47. C -0.746
48. C -0.919
49. C -0.944
50. C -0.655
51. C -0.359
52. C -0.311
53. C -0.926
54. H 0.363
55. H 0.547
56. H 0.390
57. H 0.799
58. H 0.770
59. H 0.341
60. H 0.461
61. H 0.384
62. H 0.245
63. H 0.316
64. H 0.414
65. H 0.421
66. H 0.695
67. H 0.291
68. H 0.168
69. H 0.624
70. H 0.496
71. H 0.247
72. H 0.421
73. H 0.521
74. H 0.242
75. H 0.383
76. H 0.666
77. H 0.410
78. H 0.309
79. H 0.351
80. H 0.255
81. H 0.493
82. H 0.731
83. H 0.321
84. H 0.514
85. H 0.469
86. H 0.390
87. H 0.395
88. H 0.522
89. H 0.329
90. H 0.254
91. H 0.367
92. H 0.455
93. H 0.064
94. H 0.221
95. H 0.431
96. H 0.189
97. H 0.391
98. H 0.379
99. H 0.537

***

(2)
This record from the Open Molecules 2025 dataset describes C40H59AlAsN7O as an isolated structure at a distorted geometry. The level of theory is ωB97M-V/def2-TZVPD.

Results
- F_max (eV Å⁻¹) = 1.05
- LUMO energy (eV) = -4.301
- net charge = +2
- highest occupied orbital energy (eV) = -12.93
- 2S+1 = 1
- ΔE to the lowest compared entry with this formula, charge and spin (kcal/mol) = 0.00

Positions of all 109 atoms, in Å:
As  1.442  -0.674  -2.955
Al  -0.397  -0.385  1.368
O  -1.987  0.269  1.562
N  0.986  2.605  3.885
N  0.521  3.060  -0.571
N  0.586  0.578  2.781
N  0.337  2.605  1.667
N  -1.213  -1.938  0.233
N  0.469  0.837  0.130
N  1.108  -1.943  1.696
C  1.034  0.148  -4.665
C  2.198  -4.820  -3.156
C  -2.469  1.422  2.078
C  1.085  0.239  -7.073
C  1.379  -2.561  -3.388
C  0.629  1.890  2.818
C  -3.014  2.405  1.233
C  5.632  -0.559  -3.584
C  -4.792  1.000  0.186
C  0.427  2.121  0.379
C  2.288  -1.492  0.889
C  0.628  -3.240  1.146
C  0.425  1.401  -4.646
C  0.096  -4.414  -4.258
C  -2.408  1.631  3.473
C  1.353  -0.437  -5.888
C  -3.734  2.087  -0.081
C  -2.273  -2.534  1.114
C  -2.777  4.000  3.057
C  4.291  -0.905  -3.683
C  0.492  1.495  -7.044
C  0.953  4.076  3.873
C  3.351  -0.316  -2.838
C  1.399  1.896  5.096
C  0.244  -3.051  -4.039
C  6.045  0.381  -2.647
C  -1.469  -0.570  4.657
C  1.585  -2.189  3.084
C  5.116  0.976  -1.803
C  -0.200  -2.977  -0.084
C  -3.919  -0.168  4.284
C  2.348  -3.455  -2.934
C  -2.515  2.946  3.928
C  -2.553  0.504  4.509
C  3.773  0.624  -1.899
C  -2.878  1.755  -1.312
C  0.155  2.078  -5.829
C  1.075  -5.300  -3.818
C  -1.869  -1.513  -1.034
C  -3.111  3.702  1.742
H  -1.134  -1.068  -1.698
H  3.230  -3.086  -2.424
H  0.964  -6.363  -3.998
H  2.025  -1.384  -0.159
H  2.192  1.178  4.872
H  0.035  -3.742  1.908
H  2.205  -1.362  3.422
H  -4.287  2.993  -0.327
H  0.154  3.588  1.778
H  0.830  0.170  3.669
H  -2.445  3.139  4.997
H  -5.340  0.764  -0.730
H  -3.963  -0.627  3.290
H  -0.513  -2.362  -4.398
H  -2.672  -3.443  0.655
H  -4.103  -0.943  5.033
H  3.097  -2.225  0.972
H  -1.282  -1.097  3.724
H  -0.055  4.444  3.675
H  -0.781  -4.787  -4.775
H  -1.879  -2.783  2.101
H  1.343  -0.217  -8.022
H  -2.066  1.071  -1.071
H  0.149  1.846  -3.698
H  -0.686  -3.893  -0.424
H  1.473  -3.888  0.909
H  -2.315  -2.382  -1.526
H  -1.801  -1.313  5.385
H  0.740  -2.323  3.762
H  2.965  -5.508  -2.818
H  0.466  4.042  -0.364
H  -3.076  -1.815  1.247
H  -5.512  1.343  0.931
H  1.798  2.613  5.803
H  0.473  2.790  -1.536
H  7.091  0.658  -2.581
H  -0.326  3.050  -5.807
H  -0.528  -0.151  5.026
H  1.249  4.438  4.848
H  0.664  0.633  -0.850
H  0.285  2.020  -7.971
H  -2.600  1.010  5.475
H  -4.725  0.566  4.349
H  2.200  -3.090  3.109
H  6.357  -1.019  -4.245
H  -3.513  4.484  1.102
H  1.802  -1.422  -5.922
H  0.560  1.382  5.574
H  -4.335  0.083  0.568
H  -2.849  5.017  3.427
H  5.435  1.712  -1.075
H  0.417  -2.619  -0.904
H  2.637  -0.529  1.251
H  -2.644  -0.785  -0.818
H  1.656  4.488  3.146
H  -2.466  2.666  -1.753
H  3.979  -1.629  -4.427
H  3.050  1.097  -1.244
H  -3.497  1.282  -2.080

Forces on the atoms, in the same order (eV/Å):
As 0.20 0.30 -0.16
Al 1.00 -0.09 -0.32
O -0.71 -0.48 -0.04
N 0.04 0.14 0.01
N -0.04 -0.09 0.11
N -0.16 0.43 -0.20
N 0.04 -0.15 -0.15
N -0.27 -0.01 0.18
N -0.40 0.12 0.17
N 0.17 0.10 -0.09
C -0.13 0.02 -0.08
C -0.05 0.01 0.01
C 0.38 0.15 0.38
C 0.01 -0.02 0.05
C -0.09 -0.13 0.06
C 0.07 -0.20 -0.02
C -0.13 0.24 -0.08
C -0.03 0.00 0.00
C 0.04 0.06 0.01
C 0.09 -0.07 0.15
C -0.01 -0.16 0.21
C -0.02 0.16 0.00
C 0.06 -0.13 -0.17
C 0.02 -0.01 0.05
C -0.06 0.14 0.12
C -0.02 0.10 -0.01
C 0.08 -0.27 0.05
C 0.00 -0.02 -0.13
C 0.00 -0.04 0.05
C 0.00 0.07 0.01
C -0.01 0.02 0.03
C 0.07 -0.17 -0.09
C 0.09 -0.02 0.04
C -0.13 0.04 0.04
C 0.10 -0.04 0.02
C -0.05 0.04 0.02
C -0.04 0.22 0.22
C -0.09 0.02 -0.05
C 0.00 -0.04 -0.04
C -0.10 0.14 0.12
C 0.01 0.03 -0.04
C -0.10 0.00 -0.02
C -0.03 0.03 -0.03
C 0.01 -0.09 -0.25
C 0.10 -0.12 -0.10
C 0.04 0.16 0.10
C 0.00 -0.04 -0.02
C -0.01 0.01 0.00
C -0.08 -0.13 0.19
C -0.03 -0.04 0.01
H 0.11 0.02 -0.04
H 0.02 -0.02 -0.01
H 0.01 0.08 0.01
H -0.07 -0.02 -0.09
H 0.00 0.03 0.00
H 0.01 0.01 0.09
H -0.04 0.00 -0.04
H -0.03 0.08 -0.01
H -0.10 0.03 -0.01
H -0.04 0.00 -0.05
H -0.02 -0.02 -0.10
H 0.04 0.01 0.07
H 0.01 0.01 0.10
H 0.00 -0.02 -0.01
H 0.09 0.03 -0.02
H 0.02 0.07 -0.06
H -0.08 0.01 0.04
H -0.02 -0.14 -0.15
H -0.05 -0.03 0.02
H 0.07 0.03 0.02
H 0.04 0.02 -0.07
H -0.03 0.02 0.06
H 0.07 0.14 -0.01
H -0.07 0.08 0.10
H -0.06 -0.03 -0.03
H 0.06 -0.01 0.01
H 0.04 -0.01 0.03
H 0.01 0.02 -0.01
H 0.04 0.00 -0.07
H -0.04 0.04 -0.03
H 0.07 0.02 0.02
H 0.06 0.03 -0.04
H 0.06 -0.04 -0.04
H 0.03 0.06 0.02
H -0.06 -0.03 -0.17
H -0.06 -0.03 0.01
H 0.06 -0.07 0.00
H -0.22 -0.20 -0.04
H 0.01 -0.01 0.12
H -0.07 -0.18 -0.12
H 0.02 -0.06 0.07
H -0.01 0.04 0.07
H 0.07 -0.06 -0.04
H 0.01 -0.02 -0.03
H -0.04 0.03 0.03
H 0.06 -0.07 0.05
H 0.02 0.00 -0.01
H 0.09 0.13 -0.06
H -0.02 0.02 -0.07
H -0.03 -0.11 -0.03
H -0.01 -0.02 -0.04
H 0.03 0.08 -0.11
H -0.04 0.01 0.06
H -0.01 -0.12 0.09
H 0.02 -0.06 -0.01
H 0.09 -0.06 0.07
H 0.02 0.02 0.02
H -0.04 0.02 0.06
H 0.05 0.06 0.03

Mulliken atomic charge list, values in e, 99 entries:
1. As 1.022
2. Al -3.035
3. O 1.113
4. N 0.277
5. N -0.238
6. N 0.777
7. N 0.389
8. N 0.932
9. N 2.047
10. N 1.040
11. C 0.588
12. C -0.871
13. C -0.613
14. C -0.776
15. C -0.029
16. C -0.544
17. C 0.220
18. C -0.757
19. C -1.373
20. C 0.459
21. C -1.170
22. C -1.451
23. C -0.157
24. C -0.876
25. C 0.666
26. C -0.305
27. C 0.125
28. C -0.638
29. C -1.480
30. C -0.095
31. C -0.578
32. C -0.922
33. C 0.255
34. C -0.845
35. C -0.324
36. C -0.574
37. C -0.624
38. C -1.203
39. C -0.710
40. C 0.270
41. C -1.456
42. C -0.079
43. C -0.140
44. C -0.257
45. C -0.200
46. C -1.031
47. C -0.767
48. C -0.579
49. C -0.433
50. C -0.268
51. H -0.146
52. H 0.497
53. H 0.431
54. H 0.254
55. H 0.304
56. H 0.449
57. H 0.407
58. H 0.729
59. H 0.436
60. H 0.015
61. H 0.501
62. H 0.456
63. H 0.168
64. H 0.484
65. H 0.402
66. H 0.474
67. H 0.615
68. H -0.328
69. H 0.337
70. H 0.463
71. H 0.314
72. H 0.415
73. H -0.194
74. H -0.063
75. H 0.681
76. H 0.548
77. H 0.538
78. H 0.680
79. H 0.252
80. H 0.466
81. H 0.264
82. H -0.070
83. H 0.394
84. H 0.335
85. H 0.026
86. H 0.405
87. H 0.431
88. H -0.090
89. H 0.278
90. H -1.204
91. H 0.401
92. H 0.645
93. H 0.387
94. H 0.514
95. H 0.434
96. H 0.508
97. H 0.344
98. H 0.330
99. H 0.114